Below is a 6-piece molecular cluster, C36H87N3 overall, with properties calculated with wB97M-V/def2-TZVPD.

ORCA input file:
```
! RIJCOSX wB97M-V def2-TZVPD def2/J DEFGRID3
* xyz 0 1
N -60.558 -88.310 -86.398
N -61.935 -85.113 -96.063
N -66.627 -87.383 -88.331
C -57.279 -88.939 -89.608
C -64.931 -81.302 -85.868
C -61.164 -90.811 -86.573
C -60.800 -85.063 -95.350
C -59.709 -88.328 -85.217
C -62.066 -86.038 -97.215
C -58.914 -87.012 -89.357
C -64.096 -82.420 -87.959
C -67.403 -88.711 -87.999
C -59.944 -90.108 -95.015
C -60.645 -91.553 -93.000
C -63.467 -86.238 -94.378
C -63.612 -84.817 -90.927
C -59.304 -86.938 -84.582
C -67.107 -86.092 -87.833
C -61.915 -87.793 -86.073
C -63.365 -83.564 -90.119
C -63.996 -83.660 -88.830
C -60.141 -86.197 -89.945
C -56.675 -89.909 -90.733
C -59.846 -90.343 -93.482
C -65.160 -87.609 -88.103
C -60.337 -83.485 -95.364
C -68.870 -88.590 -88.289
C -62.170 -86.317 -86.599
C -59.285 -88.848 -95.436
C -60.997 -91.440 -91.446
C -64.817 -82.595 -86.638
C -62.149 -90.514 -91.226
C -60.628 -89.480 -87.301
C -59.900 -85.401 -91.208
C -58.589 -88.235 -90.133
C -64.478 -88.393 -89.277
C -63.144 -84.880 -95.205
C -61.438 -85.461 -98.491
C -67.314 -86.232 -86.270
H -59.319 -84.489 -91.315
H -62.753 -86.572 -93.758
H -64.646 -89.524 -89.162
H -61.458 -89.404 -88.146
H -61.975 -86.257 -87.655
H -63.372 -81.861 -87.699
H -61.230 -82.932 -94.978
H -62.448 -88.513 -86.556
H -63.404 -88.183 -89.281
H -60.315 -86.280 -84.402
H -60.728 -84.911 -91.510
H -62.090 -87.566 -84.993
H -69.144 -89.654 -88.347
H -67.209 -89.592 -88.654
H -59.509 -88.032 -94.705
H -62.186 -84.680 -99.094
H -56.369 -89.671 -91.626
H -59.869 -91.081 -91.000
H -59.679 -89.682 -87.802
H -61.466 -91.680 -93.557
H -65.581 -81.539 -84.937
H -65.064 -88.025 -87.132
H -56.448 -88.242 -89.354
H -68.018 -86.964 -85.994
H -60.044 -85.442 -95.881
H -59.354 -88.688 -96.370
H -62.593 -90.680 -90.260
H -60.604 -85.091 -98.287
H -57.823 -86.373 -89.283
H -63.188 -86.235 -97.232
H -57.145 -90.888 -90.961
H -63.638 -82.619 -90.591
H -63.918 -80.829 -85.474
H -65.148 -83.971 -88.917
H -64.611 -84.926 -91.031
H -67.975 -85.371 -85.848
H -62.135 -90.555 -86.081
H -64.852 -88.014 -90.308
H -61.291 -86.144 -99.357
H -62.677 -90.368 -92.133
H -67.993 -85.959 -88.085
H -58.884 -87.304 -88.356
H -64.152 -84.883 -95.781
H -59.395 -85.805 -92.229
H -69.279 -88.157 -89.144
H -60.641 -85.714 -89.104
H -60.931 -85.584 -94.218
H -58.843 -90.382 -93.342
H -59.369 -88.898 -90.201
H -55.590 -90.279 -90.393
H -57.629 -89.411 -88.740
H -61.450 -85.686 -86.331
H -58.687 -88.823 -85.386
H -69.186 -88.119 -87.476
H -58.939 -86.290 -85.403
H -65.623 -83.276 -86.868
H -62.952 -84.133 -94.406
H -63.153 -85.767 -86.250
H -60.121 -88.999 -84.291
H -60.419 -90.991 -85.880
H -60.113 -82.995 -96.228
H -58.448 -87.033 -83.865
H -64.535 -81.643 -88.434
H -64.148 -83.271 -86.179
H -61.803 -89.515 -91.053
H -63.071 -84.884 -91.881
H -60.274 -89.498 -92.896
H -64.370 -86.176 -93.707
H -58.564 -87.708 -91.157
H -59.749 -91.007 -95.548
H -66.737 -85.174 -87.882
H -63.107 -85.760 -90.562
H -61.631 -87.002 -96.935
H -65.154 -80.342 -86.499
H -66.391 -86.142 -85.900
H -64.661 -86.570 -88.096
H -61.245 -92.482 -91.031
H -60.134 -92.457 -93.102
H -58.196 -88.872 -95.356
H -61.085 -90.029 -95.272
H -63.453 -84.451 -88.288
H -59.525 -83.286 -94.725
H -61.432 -91.587 -87.325
H -63.825 -87.005 -95.000
H -62.366 -83.304 -90.139
H -67.341 -88.967 -86.978
H -61.101 -86.787 -89.972
*
```

## Properties
Electronic energy: -43195.930 eV
LUMO energy: 0.0295 Ha
ΔE to the lowest compared entry with this formula, charge and spin: 62.9 kcal/mol
SMILES: CCN(CC)CC.CCN(CC)CC.CCN(CC)CC.CCCCCC.CCCCCC.CCCCCC

Results of the Mulliken charge analysis, in e, for atoms 1 through 6:
1 N 0.84
2 N 0.29
3 N 0.19
4 C -0.64
5 C -1.17
6 C -1.38


Below is a 7-piece molecular cluster, C36H89N7O2 overall, with properties calculated with wB97M-V/def2-TZVPD.

ORCA input file:
```
! RIJCOSX wB97M-V def2-TZVPD def2/J DEFGRID3
* xyz 0 1
O 25.105 18.570 26.859
O 25.251 23.960 19.296
N 23.857 20.381 26.426
N 26.374 26.285 28.573
N 21.252 27.800 30.029
N 20.114 23.953 24.491
N 23.432 30.314 21.428
N 25.203 23.363 21.386
N 18.585 24.173 17.874
C 23.027 19.867 25.421
C 20.972 29.054 30.779
C 19.783 26.295 31.184
C 25.127 24.277 20.455
C 22.993 32.179 19.748
C 25.244 25.882 27.680
C 18.801 24.808 16.519
C 24.272 31.010 23.769
C 18.813 22.363 23.011
C 24.809 19.708 27.108
C 19.316 24.852 19.009
C 21.590 24.474 26.237
C 27.712 26.545 27.936
C 25.431 20.533 28.230
C 22.201 29.546 31.457
C 21.762 23.731 22.757
C 21.249 28.619 27.590
C 24.999 26.613 30.659
C 18.488 23.819 15.452
C 24.282 29.947 22.587
C 27.923 27.771 27.157
C 24.674 26.975 26.878
C 20.713 24.721 23.413
C 25.052 25.732 20.891
C 22.003 28.036 28.812
C 19.965 27.074 29.836
C 26.200 27.172 29.757
C 24.023 31.353 20.646
C 20.127 24.673 25.774
C 22.026 29.995 21.516
C 20.827 24.599 18.908
C 21.810 28.490 21.492
C 16.792 22.841 18.941
C 25.474 21.926 21.094
C 17.089 24.066 18.101
C 18.756 23.443 24.116
H 21.934 30.185 32.299
H 21.854 23.437 26.444
H 23.468 32.678 18.904
H 16.689 25.007 18.478
H 25.633 25.031 27.122
H 22.800 30.181 30.804
H 17.450 23.520 15.313
H 22.463 27.071 28.595
H 21.520 28.140 22.482
H 24.010 26.556 30.204
H 17.219 22.919 19.941
H 28.931 28.139 27.347
H 22.801 28.679 31.734
H 18.995 25.547 31.095
H 21.924 29.130 26.903
H 15.702 22.874 18.951
H 25.044 21.552 28.233
H 24.545 25.406 28.369
H 21.773 30.436 22.480
H 19.431 24.318 26.534
H 19.869 24.927 16.334
H 16.506 23.868 17.201
H 25.481 27.528 26.398
H 25.056 31.765 23.701
H 20.034 25.024 22.615
H 22.439 31.435 19.174
H 25.832 28.103 29.328
H 22.556 27.824 21.058
H 20.814 28.341 21.076
H 22.974 18.782 25.514
H 23.811 26.682 26.280
H 25.275 29.693 22.216
H 18.876 24.046 14.459
H 20.172 28.849 31.489
H 21.285 23.060 22.042
H 20.057 26.399 28.985
H 18.880 22.826 15.671
H 19.099 27.728 29.733
H 25.235 25.677 31.163
H 27.236 28.527 27.539
H 22.263 32.771 20.299
H 23.909 28.994 22.961
H 22.567 24.244 22.231
H 25.361 20.084 29.221
H 21.024 25.703 23.770
H 20.449 29.330 27.794
H 19.567 26.847 32.098
H 23.250 31.375 23.872
H 24.985 27.318 31.490
H 28.566 26.393 28.596
H 24.502 26.212 20.082
H 21.394 30.524 20.802
H 23.765 21.374 26.584
H 18.306 23.039 25.022
H 21.259 25.256 19.663
H 25.205 21.639 20.077
H 16.982 21.839 18.557
H 18.864 22.878 22.051
H 20.448 29.868 30.277
H 26.042 26.151 21.068
H 23.458 20.011 24.430
H 22.870 28.669 29.005
H 25.155 23.565 22.375
H 27.791 25.626 27.355
H 21.005 23.561 19.188
H 27.891 27.675 26.071
H 24.721 30.909 19.936
H 22.003 20.241 25.412
H 26.495 20.604 28.002
H 26.509 21.587 21.155
H 24.550 30.579 24.730
H 24.380 25.942 21.723
H 24.573 32.126 21.183
H 19.170 25.931 18.961
H 21.339 24.854 17.980
H 24.942 21.345 21.847
H 20.679 25.816 31.577
H 19.657 21.694 23.181
H 22.348 24.974 25.635
H 24.366 27.741 27.589
H 20.696 27.817 27.101
H 18.237 25.738 16.452
H 18.148 24.263 23.735
H 19.902 25.711 25.531
H 17.854 21.850 23.081
H 22.308 23.163 23.510
H 27.132 27.399 30.275
H 21.642 25.092 27.133
H 18.988 24.342 19.915
*
```

## Properties
Electronic energy: -53295.971 eV
LUMO energy: 0.0070 Ha
ΔE to the lowest compared entry with this formula, charge and spin: 123.2 kcal/mol
SMILES: CCN(CC)CC.CCN(CC)CC.CCN(CC)CC.CCN(CC)CC.CCN(CC)CC.CNC(C)=O.CNC(C)=O

Results of the Mulliken charge analysis, in e, for atoms 1 through 6:
1 O -0.63
2 O -0.66
3 N -0.03
4 N 0.11
5 N 0.70
6 N 0.46